{"formula": "C17H16ClNO5S", "method": "wB97M-V/def2-TZVPD", "symbols": ["C", "N", "C", "C", "C", "C", "C", "Cl", "C", "C", "C", "O", "C", "C", "C", "C", "O", "S", "O", "O", "O", "C", "C", "C", "C", "H", "H", "H", "H", "H", "H", "H", "H", "H", "H", "H", "H", "H", "H", "H", "H"], "coordinates": [[2.7441, -1.8052, -2.6682], [1.4811, -1.2772, -2.0682], [0.4610, -2.2197, -1.5600], [-0.4349, -1.3925, -0.6517], [-1.8870, -1.1226, -1.0182], [-2.3718, -1.4522, -2.3094], [-3.7159, -1.2000, -2.6737], [-4.2174, -1.5273, -4.3062], [-4.5867, -0.6179, -1.7167], [-4.1362, -0.3565, -0.4159], [-2.7947, -0.5385, -0.0755], [-2.5069, -0.1236, 1.1819], [-1.3056, 0.5125, 1.5255], [-1.3781, 0.9942, 2.8526], [-0.2938, 1.6904, 3.4052], [0.7824, 2.0127, 2.6096], [1.7285, 2.8233, 3.2316], [3.3381, 2.7357, 2.7249], [3.8560, 1.3568, 2.8065], [3.6383, 3.4393, 1.4645], [4.1246, 3.3638, 3.9496], [0.8869, 1.5389, 1.2848], [-0.1206, 0.6829, 0.7534], [0.1264, 0.0234, -0.5936], [1.5482, -0.1614, -1.1117], [3.4088, -2.1456, -1.8736], [2.5078, -2.6835, -3.2930], [3.3200, -1.0481, -3.2003], [-0.0151, -2.7431, -2.3823], [0.9417, -2.9782, -0.9322], [-0.3510, -1.8791, 0.3316], [-1.7289, -1.8646, -3.0985], [-5.6384, -0.4543, -1.9562], [-4.7855, 0.1111, 0.3009], [-2.2515, 0.7976, 3.4668], [-0.3170, 2.1141, 4.3780], [4.5077, 2.5300, 4.1966], [1.7085, 1.8335, 0.6263], [-0.3678, 0.6537, -1.3419], [1.8910, 0.7712, -1.5613], [2.2038, -0.3941, -0.2820]], "forces_ev_per_angstrom": [[-1.2, -0.1, 1.3], [-0.4, 0.8, -0.7], [1.4, 0.2, -0.3], [-1.3, 0.3, 0.4], [-1.2, -1.2, -0.1], [-0.8, 0.5, 0.2], [0.6, 0.8, 1.6], [-0.1, 0.0, 0.3], [0.3, -1.0, -0.3], [0.6, 0.0, -1.4], [-0.1, -0.5, -1.9], [1.7, 0.1, 0.5], [0.0, 0.0, 0.8], [1.2, 0.2, -0.4], [-0.8, -0.2, -1.1], [0.1, -0.9, -1.6], [3.1, 0.7, -0.6], [1.4, -1.8, -2.5], [-1.9, 1.5, -0.4], [-1.7, -0.8, 3.2], [-1.7, 1.5, -0.8], [-0.8, -0.3, 0.6], [0.2, 0.6, 0.7], [0.4, 0.5, -0.3], [0.5, -0.1, 0.0], [0.2, -0.3, 0.3], [0.1, 0.6, 0.1], [-0.5, 0.1, -0.3], [-0.2, 0.0, -0.1], [0.0, -0.3, 0.0], [-0.4, 0.5, 0.0], [-0.1, 0.2, 0.6], [0.4, 0.0, -0.1], [-0.2, 0.0, 0.2], [0.0, 0.0, -0.3], [-0.2, 0.0, 0.8], [1.0, -0.8, 1.2], [-0.1, -0.2, 0.4], [-0.1, -0.3, 0.0], [0.3, -0.2, -0.2], [0.5, -0.1, 0.5]], "mulliken_charge": [-0.992, 0.070, -1.391, 0.653, 0.351, -0.837, -0.015, -0.226, -0.484, -0.682, 0.418, -0.508, 0.366, -0.630, -0.593, 0.472, -0.364, 1.172, -0.647, -0.553, -0.411, -0.737, -0.102, 0.292, -1.265, 0.391, 0.300, 0.286, 0.437, 0.345, 0.451, 0.349, 0.382, 0.451, 0.435, 0.490, 0.371, 0.587, 0.420, 0.474, 0.473], "homo_lumo_gap_ev": 8.645, "e_above_lowest_kj_mol": 0.0, "charge": 0, "smiles": "CN1C[C@@H]2c3cc(Cl)ccc3Oc3ccc(OS(=O)(=O)O)cc3[C@H]2C1"}

{"formula": "C3H10N3", "method": "wB97M-V/def2-TZVPD", "symbols": ["C", "C", "N", "H", "H", "H", "H", "H", "H", "N", "C", "N", "H", "H", "H", "H"], "coordinates": [[0.3302, 0.6865, -1.6780], [-0.5732, -1.5074, -1.8007], [-0.1336, -0.5572, -1.0895], [1.2947, 0.9779, -1.2541], [-0.3494, 1.5103, -1.4883], [0.4033, 0.5774, -2.7639], [-0.7149, -1.3550, -2.8660], [-0.8463, -2.4632, -1.3739], [-0.1134, -0.7220, 0.0724], [0.2933, 1.4036, 1.7186], [0.1420, 0.1807, 2.2586], [-0.0362, -0.9015, 1.5760], [0.3799, 2.2117, 2.3116], [-0.2133, 1.5621, 0.8691], [0.2487, 0.1137, 3.3430], [-0.1117, -1.7176, 2.1653]], "forces_ev_per_angstrom": [[0.2, 0.4, -0.4], [-0.1, 0.3, -0.3], [-0.1, -0.5, 0.8], [-0.1, -0.3, -0.1], [-0.3, 0.0, 0.2], [0.1, 0.0, 0.2], [0.2, -0.1, -0.1], [-0.1, 0.1, 0.3], [0.3, -0.1, -0.3], [-0.4, -0.1, -0.1], [0.4, -1.0, 0.6], [-0.2, 1.2, -0.4], [-0.1, -0.1, 0.2], [0.1, 0.3, -0.3], [0.1, 0.2, -0.1], [0.0, -0.1, -0.1]], "mulliken_charge": [-0.955, -0.083, 0.053, 0.374, 0.352, 0.334, 0.251, 0.255, 0.390, -0.353, 0.009, -0.572, 0.258, 0.159, 0.354, 0.173], "homo_lumo_gap_ev": 10.208, "e_above_lowest_kj_mol": 151.6, "charge": 1}

{"formula": "C8H29N2O5", "method": "wB97M-V/def2-TZVPD", "symbols": ["O", "H", "H", "H", "C", "C", "C", "O", "C", "N", "H", "H", "H", "H", "H", "H", "H", "H", "H", "H", "H", "C", "C", "C", "O", "C", "N", "H", "H", "H", "H", "H", "H", "H", "H", "H", "H", "H", "O", "H", "H", "O", "H", "H"], "coordinates": [[0.9081, 0.2404, 0.2894], [1.6296, 0.2681, 0.9220], [0.7372, -0.6540, -0.0148], [1.0137, 0.8506, -0.4442], [1.5916, 0.9853, 3.7841], [2.5904, -0.1023, 3.2342], [2.1041, -1.5511, 3.2949], [0.8271, -1.6031, 2.7052], [0.3635, -2.9521, 2.5858], [3.0177, 0.3637, 1.9052], [1.3009, 0.5998, 4.7613], [0.6922, 1.1077, 3.1807], [1.9505, 2.0144, 3.7931], [3.4328, -0.1177, 3.9257], [2.1040, -2.0398, 4.2692], [2.6965, -2.1913, 2.6412], [1.0803, -3.5485, 2.0212], [-0.5910, -3.0002, 2.0617], [0.2130, -3.4133, 3.5619], [3.3725, 1.2983, 2.0496], [3.8039, -0.2111, 1.6376], [-2.2044, 2.7523, -3.8852], [-2.6223, 2.0251, -2.6609], [-2.6390, 0.4045, -2.8627], [-3.1603, -0.2178, -1.7141], [-3.0493, -1.6239, -1.7956], [-1.8165, 2.5061, -1.5577], [-1.1592, 2.6206, -4.1650], [-2.2411, 3.8340, -3.7560], [-2.8366, 2.4721, -4.7278], [-3.6062, 2.3551, -2.3272], [-1.6174, 0.1069, -3.0992], [-3.3709, 0.2003, -3.6442], [-3.3814, -2.0362, -2.7483], [-3.5722, -1.9891, -0.9116], [-2.0130, -1.9601, -1.8319], [-0.8409, 2.4692, -1.8164], [-1.9326, 1.8918, -0.7645], [1.4187, 1.6532, -1.7616], [1.5221, 1.4924, -2.6995], [2.0495, 2.3461, -1.5659], [0.6301, -2.1771, -0.6588], [1.5097, -2.5332, -0.7843], [0.0947, -2.9361, -0.4273]], "forces_ev_per_angstrom": [[-2.6, 0.6, 0.0], [2.8, 0.2, 2.2], [-0.4, -2.0, -0.4], [0.5, 0.6, -1.2], [-0.1, -1.4, -0.3], [-0.5, 1.1, 1.6], [-0.6, 0.2, -1.5], [-1.3, -0.5, -0.3], [0.1, 0.3, 0.1], [-0.4, -0.8, -0.2], [-0.2, 0.7, 0.1], [-0.2, -0.7, -0.1], [0.8, -0.3, 0.5], [0.3, 0.3, 0.0], [0.1, 0.5, 0.4], [0.9, 0.0, 0.1], [0.2, -0.2, 0.0], [0.0, 0.4, 0.0], [0.1, 0.0, 0.1], [0.2, 0.2, -0.2], [0.3, 0.0, -0.4], [0.2, 0.5, -1.2], [0.1, 1.9, 1.0], [-0.8, 0.1, 1.6], [0.9, 1.2, -0.6], [0.4, -0.7, 0.0], [0.1, -3.9, -1.5], [0.1, -0.6, 0.0], [-0.6, 0.0, 0.1], [0.1, 0.1, 0.0], [-0.8, -0.7, -0.3], [0.1, -0.2, -0.1], [0.3, 0.6, -0.7], [-1.0, 0.2, 0.1], [0.0, -0.3, -0.4], [0.4, 0.2, 0.7], [0.9, 1.2, 0.1], [-0.6, 0.5, 1.2], [-0.5, 0.4, -0.1], [0.1, -0.3, -0.4], [0.4, 0.4, 0.1], [0.0, 0.5, -0.2], [0.4, -0.2, -0.2], [-0.3, -0.2, 0.2]], "lowdin_spin": [0.000, 0.000, 0.000, 0.000, 0.000, 0.000, 0.000, 0.000, 0.000, 0.000, 0.000, 0.000, 0.000, 0.000, 0.000, 0.000, 0.000, 0.000, 0.000, 0.000, 0.000, 0.008, 0.120, 0.136, 0.021, 0.007, 0.604, 0.002, 0.003, 0.000, 0.032, 0.002, 0.015, 0.000, 0.001, 0.000, 0.024, 0.021, 0.002, 0.000, 0.000, 0.000, 0.000, 0.000], "homo_lumo_gap_ev": [9.316, 4.131], "e_above_lowest_kj_mol": 0.0, "charge": 2, "s2": 0.755, "multiplicity": 2}

{"formula": "C3H4N2OS", "method": "wB97M-V/def2-TZVPD", "symbols": ["C", "C", "C", "N", "N", "O", "S", "H", "H", "H", "H"], "coordinates": [[0.5318, -1.4296, -0.2768], [-1.7594, 0.3818, -0.2465], [1.5465, 0.9939, 0.5450], [-0.5610, -1.5260, 0.2822], [-1.5168, -0.7056, 0.4625], [-2.4005, 1.3725, -0.0578], [1.2688, 0.2093, -0.8711], [0.9192, -2.3571, -0.7065], [-1.1573, 0.4863, -1.1514], [1.3020, 0.5013, 1.4462], [1.8266, 2.0732, 0.5741]], "forces_ev_per_angstrom": [[2.5, 0.7, -2.2], [1.4, 2.1, -3.9], [0.5, 2.0, 1.1], [-3.5, 1.1, -0.6], [0.1, -2.1, 4.5], [-1.7, 0.0, 1.7], [0.1, -2.0, -1.2], [0.6, 0.4, 0.5], [0.3, -0.8, -0.6], [-0.1, -0.3, 0.9], [-0.3, -1.2, -0.3]], "lowdin_spin": [0.071, 0.066, 0.600, 0.284, 0.375, 0.179, 0.339, 0.003, 0.016, 0.037, 0.031], "homo_lumo_gap_ev": [7.340, 6.854], "e_above_lowest_kj_mol": 250.6, "charge": 0, "s2": 2.020, "multiplicity": 3}

{"formula": "H13N4", "method": "wB97M-V/def2-TZVPD", "symbols": ["N", "H", "H", "H", "H", "N", "H", "H", "H", "N", "H", "H", "H", "N", "H", "H", "H"], "coordinates": [[0.0896, -0.6944, 0.1530], [-0.5378, -0.3778, -0.5965], [0.5750, -1.5534, -0.0897], [0.7754, 0.1009, 0.2178], [-0.2741, -0.7866, 1.1067], [0.9708, -0.5521, 2.8042], [1.5445, 0.2903, 2.8044], [1.6996, -1.2363, 3.0308], [0.4363, -0.5890, 3.6702], [1.2072, 1.6037, -0.9113], [1.6073, 2.5452, -0.9581], [0.2570, 1.8693, -1.1805], [1.6549, 1.1536, -1.7079], [-2.2766, -0.3546, -1.9746], [-2.3635, 0.4418, -2.5875], [-3.0914, -0.4289, -1.3845], [-2.1232, -1.1992, -2.5031]], "forces_ev_per_angstrom": [[0.9, 0.8, 0.0], [-0.9, -0.6, 0.0], [0.0, 0.0, -0.1], [-0.1, -0.4, -0.2], [-0.2, 0.0, 0.0], [0.8, -0.6, 0.6], [-0.5, 0.3, 0.2], [-0.2, -0.3, -0.4], [-0.1, 0.6, -0.1], [0.0, 1.2, -0.3], [0.5, -0.3, 0.6], [0.0, -0.6, -0.2], [-0.3, -0.1, -0.1], [0.9, 0.2, 0.7], [-0.2, -0.1, -0.2], [-0.2, -0.1, -0.2], [-0.3, 0.0, -0.2]], "mulliken_charge": [-0.463, 0.341, 0.364, 0.506, 0.400, -0.820, 0.269, 0.266, 0.277, -0.834, 0.269, 0.229, 0.255, -0.797, 0.238, 0.249, 0.252], "homo_lumo_gap_ev": 11.359, "e_above_lowest_kj_mol": 0.0, "charge": 1}

{"formula": "C6H6", "method": "wB97M-V/def2-TZVPD", "symbols": ["C", "C", "C", "C", "C", "C", "H", "H", "H", "H", "H", "H"], "coordinates": [[1.9598, -1.0901, -0.0963], [0.9727, -0.5739, 0.3514], [-0.3577, -0.0092, 0.4649], [-1.0894, -0.9680, -0.5617], [-0.2201, 1.4824, 0.3346], [0.0615, 2.6579, 0.4011], [2.9369, -1.3655, -0.3854], [-0.8086, -0.1608, 1.4592], [-0.6918, -0.9400, -1.5876], [-0.9450, -2.0239, -0.2548], [-2.1371, -0.7130, -0.5423], [0.3189, 3.7040, 0.4168]], "forces_ev_per_angstrom": [[0.1, 0.5, 0.5], [1.0, -0.2, 0.0], [0.1, -0.4, -0.2], [-0.4, 0.5, 0.1], [-0.1, 0.2, -0.2], [-0.3, -0.8, -0.2], [0.2, -0.3, -0.1], [0.2, -0.2, -0.3], [-0.1, 0.5, 0.5], [-0.1, 0.8, 0.2], [-0.5, -0.2, -0.3], [-0.2, -0.5, 0.0]], "mulliken_charge": [0.189, -0.897, 0.487, -1.271, -0.719, 0.094, 0.450, 0.206, 0.354, 0.338, 0.379, 0.390], "homo_lumo_gap_ev": 10.881, "e_above_lowest_kj_mol": 427.0, "charge": 0, "smiles": "C#CC(C)C#C"}